1.
Entry from the Open Molecules 2025 dataset: a molecular structure, C36H40ClN4O2PRuS (wB97M-V/def2-TZVPD).

```
86
Properties=species:S:1:pos:R:3
Ru -0.88 -0.11 -0.49
C -2.63 -0.51 -2.96
C -2.56 -1.86 -2.28
N -2.24 -1.72 -0.82
C -3.45 -1.58 0.05
C -4.16 -0.25 -0.11
S -2.94 1.11 0.01
C -3.16 2.05 -1.54
C -2.04 1.81 -2.56
N -1.54 0.40 -2.50
H -2.56 -0.65 -4.04
H -3.57 -0.03 -2.77
H -3.50 -2.40 -2.41
H -1.77 -2.46 -2.72
H -1.81 -2.60 -0.55
H -4.14 -2.40 -0.17
H -3.12 -1.70 1.09
H -4.70 -0.17 -1.05
H -4.88 -0.12 0.70
H -4.15 1.80 -1.93
H -3.19 3.10 -1.27
H -2.40 2.04 -3.56
H -1.20 2.47 -2.35
H -0.76 0.32 -3.15
Cl 2.77 0.67 0.85
C 3.01 -1.04 0.96
C 3.94 -1.49 1.88
C 4.26 -2.84 1.92
C 3.67 -3.71 1.02
C 2.74 -3.25 0.11
C 2.36 -1.91 0.08
P 1.19 -1.26 -1.17
C 0.67 -2.69 -2.15
C 0.74 -2.64 -3.54
C 0.23 -3.69 -4.31
C -0.35 -4.79 -3.69
C -0.43 -4.85 -2.30
C 0.07 -3.80 -1.54
C 2.22 -0.26 -2.28
C 3.48 -0.74 -2.63
C 4.26 -0.03 -3.52
C 3.80 1.16 -4.07
C 2.55 1.64 -3.72
C 1.76 0.93 -2.83
H 4.43 -0.78 2.53
H 4.99 -3.19 2.63
H 3.95 -4.76 1.02
H 2.34 -3.95 -0.61
H 1.23 -1.81 -4.04
H 0.30 -3.65 -5.38
H -0.73 -5.61 -4.28
H -0.86 -5.71 -1.82
H 0.01 -3.87 -0.46
H 3.85 -1.67 -2.21
H 5.24 -0.40 -3.79
H 4.42 1.71 -4.76
H 2.19 2.57 -4.14
H 0.79 1.33 -2.53
O 0.00 4.79 4.24
C 0.31 5.15 2.91
C 0.17 3.92 2.06
C 0.29 3.99 0.67
C 0.14 2.84 -0.07
N -0.10 1.64 0.48
C -0.16 1.56 1.82
C -0.05 2.68 2.63
C -0.29 0.20 2.37
C -0.09 -0.11 3.70
C -0.08 -1.43 4.12
C 0.13 -1.79 5.56
O 0.27 -0.60 6.29
C -0.26 -2.42 3.15
C -0.45 -2.04 1.84
N -0.49 -0.76 1.44
H 0.09 5.56 4.81
H 1.34 5.51 2.82
H -0.35 5.93 2.52
H 0.50 4.92 0.17
H 0.26 2.87 -1.14
H -0.14 2.60 3.70
H 0.09 0.67 4.43
H 1.02 -2.42 5.63
H -0.73 -2.39 5.89
H 0.38 -0.80 7.23
H -0.23 -3.47 3.40
H -0.56 -2.79 1.07
```

The expectation value of S² is 0.755. Its multiplicity is 2. The HOMO energy (alpha / beta) is -0.60373 / -0.60366 hartree. For the total energy, the calculation gives -3059.16078 Ha. Its charge is +3.

Atomic partial charges in e from the Löwdin method, atoms 1 to 6: Ru 1.0725; C -0.1378; C -0.1310; N -0.1586; C -0.2129; C -0.3587



2.
Entry from the Open Molecules 2025 dataset: a molecular structure, C36H40IrOP2 in a non-equilibrium geometry (wB97M-V/def2-TZVPD).

```
80
Properties=species:S:1:pos:R:3
Ir 0.10 0.15 4.16
C -1.78 -0.27 5.50
C -2.01 -0.43 4.13
C -2.75 0.58 3.27
C -1.87 1.74 2.75
C -0.58 1.97 3.52
C -0.54 2.31 4.91
C -1.69 2.30 5.84
C -2.17 0.90 6.35
C 1.48 -1.09 3.56
H -1.58 -1.19 6.08
H -2.05 -1.46 3.77
H -3.64 0.96 3.81
H -3.13 0.05 2.39
H -1.57 1.53 1.72
H -2.45 2.68 2.72
H 0.24 2.39 2.94
H 0.33 2.90 5.25
H -2.55 2.83 5.39
H -1.42 2.90 6.73
H -1.77 0.74 7.37
H -3.28 0.95 6.46
H 1.40 -1.98 4.19
H 2.43 -0.58 3.79
H 1.44 -1.38 2.52
P -0.08 -1.82 -2.62
P 1.60 0.53 -2.86
C -0.93 -0.33 -3.18
C -0.11 0.73 -3.40
C -0.66 -3.07 -3.85
C -1.76 -2.85 -4.69
C -2.15 -3.83 -5.60
C -1.42 -5.03 -5.71
C -0.30 -5.24 -4.88
C 0.07 -4.27 -3.96
C -1.01 -2.22 -1.10
C -0.64 -1.45 0.02
C -1.30 -1.64 1.22
C -2.33 -2.59 1.32
C -2.69 -3.35 0.21
C -2.04 -3.16 -1.01
C 2.43 1.01 -4.46
C 2.27 0.15 -5.57
C 2.80 0.49 -6.81
C 3.52 1.69 -6.96
C 3.69 2.54 -5.86
C 3.15 2.20 -4.62
C 1.88 2.01 -1.83
C 3.12 2.08 -1.15
C 3.41 3.18 -0.35
C 2.46 4.21 -0.19
C 1.23 4.13 -0.85
C 0.93 3.03 -1.66
H -2.02 -0.32 -3.27
H -0.40 1.67 -3.88
H -2.31 -1.91 -4.64
H -3.03 -3.68 -6.24
H -1.72 -5.79 -6.43
H 0.26 -6.17 -4.96
H 0.93 -4.42 -3.30
H 0.16 -0.70 -0.04
H -0.98 -1.04 2.08
H -2.86 -2.74 2.28
H -3.47 -4.10 0.28
H -2.35 -3.72 -1.89
H 1.71 -0.79 -5.45
H 2.66 -0.16 -7.68
H 3.94 1.97 -7.93
H 4.24 3.47 -5.97
H 3.25 2.88 -3.78
H 3.83 1.26 -1.25
H 4.38 3.24 0.15
H 2.69 5.06 0.46
H 0.51 4.93 -0.73
H -0.03 2.97 -2.15
C 0.96 0.30 7.20
O 0.97 0.05 5.84
H 0.12 -0.20 7.71
H 0.93 1.39 7.36
H 1.92 -0.11 7.50
```

The expectation value of S² is 8.784. Its multiplicity is 6. The HOMO energy (alpha / beta) is -0.48042 / -0.49447 hartree. For the total energy, the calculation gives -2257.23924 Ha. Its charge is +2.

Atomic partial charges in e from the Löwdin method, atoms 1 to 6: Ir 1.4862; C -0.1816; C -0.2790; C -0.1634; C -0.1794; C -0.3536



3.
Entry from the Open Molecules 2025 dataset: C36H40N2O6 in the gas phase in a non-equilibrium geometry (wB97M-V/def2-TZVPD).

```
84
Properties=species:S:1:pos:R:3
C -1.84 -1.26 3.62
C -0.62 -1.32 2.72
C 0.71 -1.59 3.41
O -0.79 -2.41 1.77
C -1.69 -2.28 0.75
O -2.21 -3.28 0.28
C -1.86 -0.90 0.12
C -3.36 -0.68 -0.17
C -4.29 -0.88 1.00
C -4.81 0.22 1.69
C -5.84 0.03 2.62
C -6.31 -1.26 2.89
C -5.76 -2.37 2.23
C -4.76 -2.17 1.28
C -1.48 0.20 1.09
O -1.98 1.31 1.06
O -0.47 -0.09 1.97
H -2.76 -1.12 3.01
H -1.91 -2.20 4.17
H -1.74 -0.43 4.33
H 1.49 -1.70 2.65
H 0.97 -0.76 4.08
H 0.64 -2.52 3.98
H -3.48 0.34 -0.57
H -3.68 -1.39 -0.94
H -4.42 1.21 1.47
H -6.28 0.90 3.10
H -7.12 -1.41 3.60
H -6.12 -3.38 2.42
H -4.35 -3.01 0.72
C -5.14 0.19 -5.96
O -4.83 -1.03 -5.23
C -3.73 -1.03 -4.43
C -3.43 -2.21 -3.72
C -2.47 -2.19 -2.73
C -1.80 -1.00 -2.39
C -0.96 -0.95 -1.09
C 0.14 0.08 -1.14
C 1.35 -0.13 -0.54
N 2.42 0.71 -0.66
C 3.70 0.44 0.00
C 3.58 0.36 1.52
C 4.90 0.31 2.26
C 5.16 1.25 3.26
C 6.40 1.26 3.92
C 7.36 0.29 3.61
C 7.08 -0.68 2.63
C 5.85 -0.67 1.96
C 4.56 1.61 -0.46
O 5.75 1.80 -0.25
N 3.75 2.45 -1.18
C 4.27 3.65 -1.79
C 2.43 1.92 -1.50
C 2.34 1.59 -3.00
C 1.36 2.94 -1.09
C -2.01 0.13 -3.18
C -2.94 0.12 -4.22
H -6.05 -0.03 -6.51
H -5.29 1.04 -5.27
H -4.32 0.44 -6.66
H -3.99 -3.11 -3.96
H -2.29 -3.09 -2.13
H -0.41 -1.90 -1.06
H 0.01 0.90 -1.82
H 1.53 -1.02 0.08
H 4.15 -0.50 -0.37
H 3.00 1.23 1.87
H 2.99 -0.54 1.76
H 4.40 2.00 3.50
H 6.60 2.02 4.68
H 8.32 0.29 4.12
H 7.83 -1.44 2.37
H 5.63 -1.41 1.18
H 5.22 3.89 -1.32
H 4.42 3.52 -2.87
H 3.57 4.48 -1.64
H 3.28 1.13 -3.32
H 1.51 0.90 -3.22
H 2.19 2.51 -3.57
H 1.62 3.38 -0.12
H 1.33 3.74 -1.84
H 0.36 2.51 -1.00
H -1.48 1.07 -2.99
H -3.09 1.02 -4.82
```

The SMILES is COc1ccc([C@@H](/C=C/N2[C@H](Cc3ccccc3)C(=O)N(C)C2(C)C)C2(Cc3ccccc3)C(=O)OC(C)(C)OC2=O)cc1. The HOMO energy is -0.29110 hartree. For the total energy, the calculation gives -1956.77783 Ha.

Atomic partial charges in e from the Löwdin method, atoms 1 to 6: C 0.0480; C -0.4926; C 0.0297; O 0.0874; C -0.3816; O 0.1201